# 1
Here is 11 unconnected molecules or ions with the total composition C17H17Br2Cl30N4 from OMol25. Energies are from ωB97M-V/def2-TZVPD.

Output
HOMO energy ... -0.436 Eh
Total charge ... +1
ΔE to the lowest compared entry with this formula, charge and spin ... 858.0 kJ/mol
2S+1 ... 1
Kohn-Sham gap ... 7.9 eV

Structure (XYZ):
```
70
Properties=species:S:1:pos:R:3:forces:R:3
C 3.228 -1.171 -2.402 -7.9 4.3 -5.2
C 2.222 -0.491 -3.153 5.1 -5.6 5.2
N 0.836 -0.207 -3.770 2.6 0.0 2.6
C -0.171 0.398 -3.035 -2.5 1.0 0.3
N -0.153 0.909 -1.593 -5.9 0.0 -5.0
C -1.607 1.393 -1.453 2.8 -2.5 -5.2
N -2.310 1.161 -2.772 -0.8 1.2 2.0
C -3.728 1.409 -3.238 -2.5 -4.0 1.9
Br -4.203 3.127 -4.184 0.8 -2.2 1.3
C -4.724 0.296 -2.973 1.3 3.6 -1.6
C -6.298 0.408 -3.470 -0.1 0.1 0.7
Br -4.217 -1.417 -1.991 -0.5 2.5 -1.4
N -1.509 0.581 -3.753 4.8 -0.1 4.1
H 4.002 -1.815 -1.761 -1.9 2.1 -1.9
H 0.689 -0.541 -4.748 0.2 0.5 1.4
H -2.105 1.865 -0.505 0.9 -1.0 -2.0
H -6.971 0.060 -2.555 1.5 0.6 -2.1
H -6.538 -0.250 -4.420 0.8 1.1 2.1
H -6.630 1.514 -3.735 1.1 -2.3 0.7
H -1.783 0.314 -4.738 0.0 0.6 1.8
C -2.862 1.311 2.757 -0.2 -0.2 0.6
Cl -3.146 -0.332 2.155 0.1 0.2 -0.1
Cl -3.024 2.490 1.444 -0.1 0.3 0.1
Cl -3.980 1.692 4.077 0.2 -0.1 -0.6
H -1.841 1.364 3.143 -0.4 0.0 -0.2
C -3.677 2.521 -8.248 -0.3 0.3 -0.1
Cl -2.530 1.603 -7.258 0.1 -0.1 -0.1
Cl -3.701 4.223 -7.757 -0.1 -0.6 0.6
Cl -3.270 2.375 -9.967 -0.1 -0.3 0.3
H -4.675 2.104 -8.094 0.4 0.1 -0.1
C 0.826 -0.539 2.278 0.1 -0.4 0.0
Cl 0.576 1.045 3.033 0.2 -0.1 -0.1
Cl 1.482 -0.351 0.642 -0.1 -0.1 0.4
Cl 1.903 -1.538 3.269 -0.3 0.2 -0.1
H -0.141 -1.042 2.205 0.3 0.2 0.1
C 3.526 -3.624 6.435 -0.1 0.0 0.1
Cl 3.276 -2.041 7.190 0.0 -0.2 -0.1
Cl 4.182 -3.437 4.799 -0.1 -0.1 0.2
Cl 4.603 -4.623 7.426 -0.2 0.1 -0.1
H 2.559 -4.128 6.362 0.3 0.2 0.0
C -1.747 2.923 7.209 -0.1 0.2 0.2
Cl -3.507 3.071 7.065 0.2 0.0 0.2
Cl -1.065 2.173 5.756 0.3 0.5 0.2
Cl -1.011 4.510 7.494 -0.1 -0.3 0.0
H -1.524 2.282 8.065 -0.1 0.2 -0.3
C 8.023 -6.286 7.801 0.1 -0.2 0.0
Cl 9.170 -7.204 8.791 -0.2 0.1 -0.1
Cl 7.999 -4.584 8.292 0.0 -0.1 0.0
Cl 8.430 -6.432 6.082 -0.1 0.0 0.2
H 7.025 -6.703 7.955 0.3 0.2 -0.1
C -2.647 -2.230 5.625 -0.1 0.0 0.2
Cl -4.407 -2.083 5.481 0.3 0.0 0.0
Cl -1.965 -2.980 4.172 0.1 -0.1 0.2
Cl -1.911 -0.643 5.910 -0.2 -0.6 -0.1
H -2.424 -2.872 6.481 -0.1 0.2 -0.3
C 10.745 -2.183 9.425 0.0 0.0 0.0
Cl 10.484 -0.431 9.452 0.0 -0.2 0.0
Cl 12.300 -2.569 8.669 -0.2 0.0 0.1
Cl 10.668 -2.849 11.066 0.0 0.1 -0.2
H 9.950 -2.640 8.831 0.3 0.2 0.2
C -1.185 -0.723 -10.593 0.0 0.0 -0.2
Cl -2.715 -1.314 -9.922 0.1 0.1 0.0
Cl 0.097 -0.789 -9.372 -0.1 0.1 -0.1
Cl -0.730 -1.664 -12.024 -0.1 0.2 0.3
H -1.321 0.318 -10.895 0.1 -0.4 0.1
C -2.994 7.088 -10.382 0.0 0.1 -0.1
Cl -4.152 7.915 -11.437 0.1 -0.1 0.2
Cl -3.159 5.330 -10.534 0.2 0.7 -0.5
Cl -1.338 7.592 -10.760 -0.2 -0.1 0.1
H -3.211 7.366 -9.347 0.1 -0.1 -0.3
```
Positions in Å, forces in eV/Å.

=====

# 2
Here is a molecular structure, C18H32N3OPPtSi from OMol25. Energies are from ωB97M-V/def2-TZVPD.

Output
HOMO energy (alpha / beta) ... -0.153 / -0.284 Eh
ΔE to the lowest compared entry with this formula, charge and spin ... 215.0 kJ/mol
<S²> ... 6.050
2S+1 ... 5
Kohn-Sham gap (alpha / beta) ... 4.6 / 5.5 eV

Structure (XYZ):
```
57
Properties=species:S:1:pos:R:3:forces:R:3
Pt -0.607 -0.187 -0.699 -1.3 -0.4 -0.9
Si -0.458 1.330 1.719 -0.9 -0.4 1.9
P -1.944 1.285 -1.696 -1.7 -1.2 -1.7
N 0.328 1.189 0.205 1.7 0.7 -0.4
H 0.269 -1.173 0.140 0.4 -1.6 -0.1
C -2.082 0.874 -3.477 -0.2 0.4 -0.1
H -2.860 1.497 -3.935 0.1 -0.1 -0.1
H -2.307 -0.184 -3.640 0.0 0.2 0.4
H -1.123 1.081 -3.958 -0.1 0.1 0.0
C -3.679 1.172 -1.114 0.1 0.4 -0.2
H -4.291 1.820 -1.756 -0.1 -0.1 0.2
H -3.729 1.530 -0.082 -0.1 0.0 -0.1
H -4.052 0.141 -1.150 0.4 0.2 -0.1
C -1.526 3.013 -1.662 -0.3 0.9 -0.2
H -2.336 3.569 -2.167 0.4 0.0 0.2
H -0.574 3.178 -2.181 -0.2 0.0 0.1
H -1.432 3.354 -0.628 0.0 0.1 -0.1
C -1.716 -0.013 2.135 0.2 0.3 0.1
H -1.190 -0.909 2.479 -0.1 0.2 -0.1
H -2.367 -0.296 1.302 0.1 0.2 0.2
H -2.347 0.358 2.953 0.1 0.0 0.0
H 0.612 1.283 2.764 -0.2 0.3 -0.1
H -1.184 2.644 1.717 0.2 -0.1 0.0
C 1.219 2.057 -0.334 1.3 1.3 0.4
C 2.670 2.819 -2.150 -0.3 0.1 0.6
C 1.894 1.823 -1.567 -0.6 -0.2 0.1
C 1.544 3.266 0.380 -1.0 -0.3 0.4
C 2.254 4.275 -0.238 0.2 0.5 0.3
C 2.806 4.062 -1.507 -0.1 -0.8 0.2
H 3.149 2.621 -3.106 0.0 0.1 0.2
H 1.720 0.854 -2.058 0.1 0.4 0.2
H 1.128 3.425 1.413 0.4 -0.2 -1.2
H 2.381 5.256 0.283 0.0 -1.0 -0.5
H 3.405 4.816 -1.960 0.3 0.5 -0.3
C -1.842 -2.721 -1.063 1.0 -2.0 1.0
O -2.175 -1.577 -1.522 1.1 2.0 0.2
C -0.737 -3.524 -1.740 -0.9 0.3 0.3
H -1.263 -4.469 -1.862 0.7 -0.6 -0.4
H 0.209 -3.676 -1.176 -0.5 0.2 0.0
H -0.503 -3.081 -2.717 -0.1 -0.2 0.2
C -2.336 -3.150 0.326 -0.1 -0.1 -0.8
H -3.408 -3.337 0.097 0.3 -0.1 1.0
H -2.225 -2.385 1.135 -0.1 -0.4 -0.8
H -1.828 -4.075 0.677 -0.5 0.5 -0.3
N 3.144 -0.676 0.921 0.4 -0.9 1.1
C 2.705 -1.639 1.774 -1.6 0.6 -1.1
C 3.590 -2.339 2.604 2.7 1.8 -1.2
C 3.087 -3.283 3.457 -1.5 -3.2 3.1
C 1.697 -3.525 3.511 1.7 0.3 -0.2
C 0.884 -2.778 2.624 -1.0 -0.6 0.6
N 1.384 -1.892 1.756 0.7 1.5 -0.9
H 2.479 -0.161 0.369 -0.2 0.0 -0.1
H 4.132 -0.429 0.919 -0.6 -0.1 -0.1
H 4.662 -2.087 2.534 -0.6 -0.3 0.2
H 3.736 -3.841 4.155 -0.4 0.4 -0.6
H 1.222 -4.260 4.175 0.5 0.4 -0.2
H -0.191 -2.926 2.624 0.1 0.0 -0.1
```
Positions in Å, forces in eV/Å.

=====

# 3
Here is a molecular structure, C8H4Cl6O9P2Ti from OMol25. Energies are from ωB97M-V/def2-TZVPD.

Output
HOMO energy ... -0.101 Eh
Total charge ... -2
ΔE to the lowest compared entry with this formula, charge and spin ... 28.6 kJ/mol
2S+1 ... 1
Kohn-Sham gap ... 5.6 eV

Structure (XYZ):
```
30
Properties=species:S:1:pos:R:3:forces:R:3
Ti -0.502 -0.106 -0.020 -0.1 -0.1 0.0
Cl 2.682 0.652 1.132 0.0 0.0 0.0
C 2.564 -0.844 0.275 0.0 0.0 0.0
C 1.329 -1.245 -0.231 0.0 0.0 0.0
C 1.310 -2.465 -0.901 0.0 0.0 0.0
Cl -0.190 -3.041 -1.551 0.0 0.0 0.0
C 2.445 -3.253 -1.077 0.0 0.0 0.0
Cl 2.364 -4.753 -1.924 0.0 0.0 0.0
C 3.659 -2.817 -0.559 0.0 0.0 0.0
Cl 5.080 -3.771 -0.761 0.0 0.0 0.0
C 3.722 -1.606 0.125 0.0 0.0 0.0
Cl 5.227 -1.068 0.771 0.0 0.0 0.0
O -3.597 -1.267 -2.824 0.0 0.0 0.0
P -3.259 -0.825 -1.335 0.0 0.0 0.1
O -1.826 -0.273 -1.409 0.0 0.0 0.0
O -4.298 0.025 -0.716 0.0 0.0 0.0
O -3.163 -2.230 -0.559 0.0 0.0 0.0
P -2.747 -2.250 1.027 0.0 0.0 0.0
O -3.915 -1.411 1.694 0.0 0.0 0.0
O -2.636 -3.608 1.541 0.0 0.0 0.0
O -1.472 -1.367 1.041 0.0 0.1 0.0
H -4.547 -1.213 -2.974 0.0 0.0 0.0
H -4.219 -0.693 1.101 0.0 0.0 0.0
Cl 5.531 23.532 3.791 0.0 0.0 0.0
C 0.222 3.366 0.923 0.0 0.0 0.0
C -0.029 2.109 0.570 0.0 0.0 0.0
O 0.134 1.557 -0.653 0.0 0.0 0.0
O -0.504 1.124 1.380 0.0 0.0 -0.1
H 0.599 4.057 0.186 0.0 0.0 0.0
H 0.036 3.684 1.937 0.0 0.0 0.0
```
Positions in Å, forces in eV/Å.

=====

# 4
Here is C5H12N4 in the gas phase from OMol25. Energies are from ωB97M-V/def2-TZVPD.

Output
HOMO energy ... -0.294 Eh
ΔE to the lowest compared entry with this formula, charge and spin ... 867.6 kJ/mol
2S+1 ... 1
Kohn-Sham gap ... 8.7 eV

Structure (XYZ):
```
21
Properties=species:S:1:pos:R:3:forces:R:3
C 2.563 -0.721 1.600 0.8 -3.0 -1.0
C -0.136 -0.492 2.195 -3.7 1.5 2.4
C -0.325 -0.468 -0.408 -4.0 -2.7 2.8
C -1.227 1.539 -1.520 0.0 0.6 -5.9
C -1.896 1.133 -2.850 1.0 2.7 5.0
H 3.768 -0.642 1.536 -3.0 0.4 -0.8
H 2.192 -1.861 1.369 1.3 2.5 -0.3
H 2.475 -0.845 2.669 -0.7 1.3 0.5
H 1.922 0.203 -0.167 -0.7 0.0 2.1
H -1.388 -0.618 1.963 3.4 0.1 1.9
H 0.136 0.612 2.757 -1.1 -2.3 -1.9
H 0.396 -1.162 3.010 -1.5 0.4 -2.1
H -1.155 -2.394 -0.597 0.9 -1.2 1.4
H -0.121 1.688 0.132 0.1 -3.2 -1.6
H -0.987 2.694 -1.428 -1.5 -2.3 -0.2
H -1.938 0.013 -3.320 -0.2 3.3 1.4
H -2.535 2.217 -3.065 1.7 -3.9 -0.3
N 1.570 0.226 0.853 2.6 -1.7 -0.6
N 0.293 -0.522 0.875 4.4 -0.8 -1.0
N -1.105 -1.473 -0.917 2.6 7.4 -0.6
N -0.278 0.933 -0.663 -2.4 0.9 -1.3
```
Positions in Å, forces in eV/Å.

=====

# 5
Here is a molecular structure, C21H36F2IInO10PSi from OMol25. Energies are from ωB97M-V/def2-TZVPD.

Output
HOMO energy ... -0.215 Eh
Total charge ... -1
2S+1 ... 1
Kohn-Sham gap ... 8.2 eV

Structure (XYZ):
```
73
Properties=species:S:1:pos:R:3:forces:R:3
C -3.327 -0.973 0.877 0.1 0.0 0.0
Si -1.990 -0.415 2.080 0.0 0.1 0.2
C -1.751 -1.799 3.348 -0.1 -0.1 0.1
C -0.302 -0.120 1.268 -0.6 0.2 -0.2
C -0.186 -0.622 -0.198 0.9 0.2 1.3
C 0.999 0.099 -0.868 -1.1 0.3 -0.7
F 1.576 -0.798 -1.762 0.2 0.0 0.1
F 1.975 0.395 0.067 0.2 -0.4 -0.1
In 0.343 2.012 -1.859 0.3 0.6 0.6
C 2.185 2.932 -2.805 1.4 -1.1 0.2
C 3.106 3.270 -1.686 -1.8 1.7 0.4
O 2.922 4.177 -0.918 0.7 -0.8 -0.6
I 4.883 2.027 -1.347 0.0 -0.2 -0.1
P -1.545 1.538 -3.507 -0.7 -0.2 0.4
O -2.877 1.571 -2.858 -0.1 0.0 0.4
O -1.613 2.539 -4.810 0.6 -0.8 0.1
O -1.357 -0.023 -4.057 0.3 0.9 -0.4
C -2.470 1.224 2.912 0.3 -1.5 -0.4
C -1.613 1.668 3.902 0.3 -0.1 0.2
C -1.850 2.866 4.538 0.7 -0.4 0.1
C -2.958 3.590 4.170 0.0 1.4 1.1
C -3.828 3.154 3.216 -1.0 -0.1 -0.9
C -3.582 1.960 2.565 0.0 -0.3 -0.2
H -4.245 -1.302 1.380 0.1 0.2 0.1
H -2.969 -1.841 0.309 0.0 0.2 -0.1
H -3.588 -0.166 0.183 0.0 -0.2 -0.1
H -1.260 -2.638 2.835 -0.1 0.1 0.1
H -1.118 -1.521 4.199 0.0 0.1 -0.2
H -2.695 -2.178 3.759 0.1 0.1 -0.1
H 0.459 -0.550 1.929 0.0 0.0 -0.3
H -0.115 0.962 1.267 -0.1 -0.1 0.1
H -0.005 -1.706 -0.172 -0.1 0.1 -0.3
H -1.120 -0.385 -0.715 0.2 -0.2 -0.2
H -0.280 3.200 -0.693 0.1 -0.3 -0.3
H 2.667 2.141 -3.390 -0.3 0.2 -0.2
H 1.981 3.819 -3.407 -0.1 0.0 0.2
H -0.841 3.117 -4.753 0.0 0.0 -0.2
H -1.674 -0.560 -3.319 -0.1 -0.1 -0.1
H -0.750 1.062 4.170 0.0 0.1 0.0
H -1.145 3.206 5.289 -0.2 0.2 0.0
H -3.136 4.536 4.676 -0.1 -0.1 -0.1
H -4.715 3.719 2.947 0.1 0.1 0.1
H -4.221 1.567 1.781 -0.2 0.3 0.1
C 1.449 -2.353 8.923 0.2 0.2 0.1
C 0.858 -2.382 7.529 -0.1 -0.4 0.3
O 1.048 -1.137 6.847 -0.1 0.0 -0.1
C 2.276 -0.927 6.369 0.0 0.1 0.0
O 3.208 -1.684 6.451 0.0 0.0 0.0
O 2.292 0.274 5.795 0.0 0.0 0.0
C 3.575 0.679 5.308 0.2 0.2 -0.2
H 1.054 -1.507 9.487 -0.1 -0.1 0.0
H 1.217 -3.275 9.457 0.0 0.0 0.0
H 2.532 -2.240 8.889 0.0 -0.1 -0.1
H -0.220 -2.528 7.590 0.0 0.2 -0.1
H 1.264 -3.203 6.937 0.1 0.1 0.0
H 3.997 -0.068 4.641 0.0 -0.1 0.1
H 4.250 0.870 6.142 0.0 -0.1 0.0
H 3.432 1.603 4.753 -0.2 0.0 0.0
C -1.152 -1.586 -6.890 0.4 -0.2 0.0
C -1.011 -1.031 -8.291 -0.6 -0.1 0.2
O 0.361 -0.749 -8.617 0.0 0.1 -0.2
C 1.109 -1.803 -8.920 -0.1 0.1 0.2
O 0.748 -2.951 -8.961 0.0 0.0 -0.1
O 2.352 -1.372 -9.162 0.0 0.0 -0.1
C 3.291 -2.416 -9.410 0.2 -0.1 -0.1
H -0.687 -0.923 -6.165 -0.2 0.1 0.0
H -2.203 -1.708 -6.629 0.0 0.1 0.0
H -0.662 -2.556 -6.799 -0.1 0.0 -0.1
H -1.537 -0.080 -8.361 0.2 0.1 -0.1
H -1.446 -1.698 -9.037 0.2 -0.1 0.0
H 2.948 -3.074 -10.206 -0.1 0.0 0.1
H 3.467 -2.986 -8.498 -0.1 -0.1 -0.1
H 4.221 -1.945 -9.716 -0.1 0.2 0.0
```
Positions in Å, forces in eV/Å.

=====

Number 1: largest force on an atom 0.2014 hartree/bohr. Number 2: largest force on an atom 0.0926 hartree/bohr. Number 3: largest force on an atom 0.0022 hartree/bohr. Number 4: largest force on an atom 0.1540 hartree/bohr. Number 5: largest force on an atom 0.0490 hartree/bohr.